Molecular formula: C33H84ClN3O12P3
Method: DFT, ωB97M-V/def2-TZVPD

```
136
Properties=species:S:1:pos:R:3:forces:R:3
Cl 4.030 4.325 2.325 0.308 0.151 -0.660
P 0.311 5.773 -1.725 -3.742 0.368 1.397
P -0.226 1.382 1.614 0.431 -0.355 -0.121
P 2.192 3.780 3.002 -0.622 2.944 1.339
O 0.660 -0.295 -3.752 0.301 0.201 0.128
O 4.425 5.207 -1.866 0.252 0.143 0.070
O 2.363 2.277 3.336 -0.126 -1.942 0.229
O 1.464 6.756 -1.573 2.828 0.789 0.337
O 2.617 -3.310 2.397 0.321 0.241 0.000
O 1.349 7.921 1.734 0.416 -0.433 -0.406
O 0.543 5.083 -3.055 1.412 -1.388 -1.906
O -1.436 1.656 2.340 -2.312 0.391 1.374
O -6.132 -3.524 1.923 -0.048 0.224 -0.216
O -2.747 -6.740 -1.177 0.066 0.211 0.226
O 5.969 -6.604 3.571 0.052 -0.083 0.223
O -4.038 2.026 -3.944 -0.046 -0.205 0.059
N 1.311 4.770 0.547 2.547 1.950 2.540
N -0.035 3.420 -0.228 -2.248 -1.488 -1.528
N -1.034 6.450 -1.606 -0.908 0.138 0.556
C -7.404 -1.818 3.121 0.124 -0.025 -0.062
C -4.317 0.470 0.951 -0.106 -0.363 -0.203
C -5.000 1.184 -6.030 0.160 0.019 0.087
C 2.618 9.279 3.327 -0.194 -0.066 -0.006
C 1.242 3.756 1.441 4.383 2.622 2.608
C 0.469 -3.724 -1.690 -0.520 -0.255 0.532
C 0.517 4.557 -0.426 0.223 1.263 -2.823
C -3.644 -1.788 0.196 0.291 -0.709 0.779
C 4.155 -3.432 -0.857 -0.389 0.260 -0.648
C 6.093 -7.304 4.812 0.214 -0.092 -0.242
C -2.969 -6.964 0.215 -0.029 -0.288 -0.183
C 1.709 -3.924 -0.892 -0.109 0.787 -0.533
C 0.800 2.040 -4.410 -0.032 -0.061 0.124
C -2.361 2.588 -0.593 0.229 0.095 -0.178
C 2.832 -3.204 -1.553 0.786 -0.432 0.089
C -4.259 1.028 -0.442 0.374 0.293 0.633
C -7.365 -2.804 1.967 0.068 -0.150 0.298
C -1.371 -2.681 -0.360 -0.273 -0.341 0.256
C 0.413 2.921 0.962 -3.038 -4.725 -1.687
C -2.669 -2.919 0.369 0.329 0.708 -0.420
C 1.315 0.630 -4.623 -0.379 -0.114 -0.039
C 3.960 -4.414 4.114 -0.339 0.179 -0.008
C 2.674 8.270 2.202 -0.123 0.258 -0.039
C 4.611 7.548 -2.592 0.001 -0.097 0.159
C -2.863 1.223 -0.933 -0.092 0.200 -0.493
C 3.686 -3.139 3.340 -0.332 -0.151 0.114
C -2.064 -8.051 0.768 0.053 0.083 -0.103
C -1.006 2.855 -1.179 0.150 -0.993 1.200
C -3.380 -0.671 1.161 -0.362 -0.042 -0.581
C -0.836 -3.936 -0.959 0.798 0.605 -0.344
C -5.210 1.467 -4.554 0.078 0.222 -0.157
C 7.490 -7.188 5.393 -0.044 0.106 -0.083
C 5.037 6.107 -2.802 -0.262 -0.053 0.002
H 2.135 10.201 2.996 0.069 0.056 -0.029
H -0.279 -0.270 -3.948 -0.151 -0.090 -0.066
H 0.491 -4.365 -2.538 0.126 -0.504 -0.945
H -3.489 -1.057 2.139 -0.130 -0.416 1.285
H -2.375 -0.335 1.088 1.047 0.188 0.000
H -7.450 -2.284 1.016 0.035 -0.027 -0.084
H -2.242 -8.999 0.256 -0.055 -0.045 0.038
H 4.859 7.870 -1.580 0.068 0.030 0.012
H -6.579 -1.110 3.042 0.006 0.052 -0.030
H 4.025 -4.045 -0.012 -0.056 -0.761 1.201
H 3.534 7.654 -2.716 -0.052 0.043 -0.101
H -2.232 -8.200 1.835 -0.024 -0.014 0.018
H -2.383 2.795 0.447 -0.081 0.160 1.126
H 0.956 2.329 -3.369 0.071 0.063 -0.023
H 6.598 -6.986 2.956 0.098 -0.060 -0.114
H 4.783 -4.276 4.815 0.033 -0.006 0.023
H 2.377 0.570 -4.399 0.049 -0.082 0.046
H -6.041 -4.003 2.749 0.028 -0.106 0.138
H 3.070 -4.715 4.675 0.028 0.089 0.088
H 3.618 9.523 3.682 0.042 0.014 -0.015
H -7.299 -2.337 4.076 -0.072 -0.020 0.027
H -5.428 0.548 -4.015 0.031 -0.016 0.103
H -5.292 0.087 1.127 -1.195 -0.247 0.180
H 8.229 -7.611 4.709 0.008 -0.078 0.019
H -1.569 -1.993 -1.147 0.004 0.838 -0.892
H -4.607 -2.200 0.392 -1.110 -0.056 0.098
H -3.045 3.227 -1.078 -0.860 1.177 -0.296
H 1.876 5.588 0.684 0.289 0.382 0.036
H -1.046 3.458 -2.036 0.064 1.112 -0.990
H 4.561 -2.845 2.765 -0.017 0.026 -0.108
H 2.036 8.886 4.159 0.022 -0.044 0.060
H 7.750 -6.142 5.547 -0.011 0.043 0.048
H 1.371 7.213 -0.730 0.112 0.859 0.221
H 0.744 0.850 2.451 0.497 -0.317 -0.400
H -0.361 0.586 0.487 0.397 -0.356 -0.352
H 2.606 -2.167 -1.682 -0.164 0.819 -0.014
H -4.166 0.497 -6.169 -0.006 -0.072 0.001
H 5.360 -6.866 5.485 -0.083 0.038 -0.024
H -8.342 -1.263 3.133 -0.029 -0.005 0.007
H 7.565 -7.712 6.346 0.000 -0.033 0.014
H -6.048 2.155 -4.416 -0.067 -0.078 0.042
H -0.739 -4.653 -0.183 0.103 -1.058 0.632
H -2.777 -6.017 0.714 -0.016 0.071 -0.034
H -4.762 2.103 -6.569 -0.078 0.032 -0.027
H -2.484 -3.038 1.403 0.197 -0.364 1.379
H -3.842 2.847 -4.400 0.010 0.140 -0.095
H -0.622 -2.251 0.268 0.648 0.546 0.651
H -4.020 -7.229 0.375 -0.007 0.072 0.112
H -2.875 1.204 -1.991 -0.033 -0.213 -1.359
H -2.925 -7.562 -1.637 -0.031 -0.134 -0.109
H -4.683 1.999 -0.429 -0.819 1.063 -0.014
H -5.892 0.746 -6.476 -0.037 0.006 -0.009
H 0.493 -2.716 -2.038 -0.138 0.904 -0.598
H 1.306 2.759 -5.055 0.022 0.001 -0.023
H 5.106 8.211 -3.301 0.023 -0.004 -0.018
H 0.583 5.756 -3.740 -0.021 -0.005 -0.821
H 4.590 -2.523 -0.561 0.641 1.279 0.652
H -8.194 -3.514 2.046 -0.071 0.071 -0.080
H 3.137 7.344 2.538 -0.062 -0.078 -0.038
H 4.793 5.784 -3.819 0.111 0.014 -0.034
H 1.994 -4.941 -0.875 0.081 -1.394 0.477
H -2.196 0.451 -0.646 0.674 -0.789 0.439
H -3.608 -1.476 -0.816 -0.105 0.470 -1.130
H 3.258 8.664 1.364 0.053 -0.064 0.019
H 4.210 -5.221 3.441 0.122 -0.093 -0.110
H 1.166 0.319 -5.661 0.099 0.047 -0.033
H 4.862 -3.889 -1.503 0.703 -0.590 -0.623
H 3.476 5.265 -1.990 -0.160 0.072 -0.116
H -1.018 -7.787 0.611 0.036 0.038 0.030
H -1.613 6.127 -0.852 -0.642 0.218 0.089
H 5.832 -8.356 4.658 -0.062 -0.006 0.111
H -4.175 1.238 1.664 0.395 0.877 0.886
H -1.529 -4.274 -1.677 -1.130 -0.735 -0.592
H 0.929 8.729 1.427 -0.154 0.128 0.102
H 2.426 1.708 2.569 0.532 -0.621 -0.186
H -3.091 -3.828 0.023 -0.528 -0.943 -0.440
H 2.912 -3.626 -2.525 -0.007 -0.124 -1.195
H -4.856 0.483 -1.119 -0.528 -0.958 -0.854
H 1.588 -3.544 0.090 -0.117 0.156 1.275
H 1.835 -3.560 2.893 -0.120 -0.130 0.059
H -0.274 2.089 -4.611 -0.001 0.032 -0.057
H 6.109 6.004 -2.660 0.060 -0.093 0.018
H 3.430 -2.322 4.023 0.115 0.064 0.015
H -0.617 1.927 -1.507 0.764 -1.066 -0.391
```
Positions in Å, forces in eV/Å.

The gap between HOMO and LUMO comes out at 8.692 eV. The value obtained for the LUMO energy is -2.77 eV. As for the total charge: +1.